1.
A molecular structure, C45H37O6P2SW, computed with ωB97M-V/def2-TZVPD.

## Properties
- multiplicity = 3
- ⟨S²⟩ = 2.0202
- orbital gap (spin up / spin down) (eV) = 6.8 / 5.9
- total charge = +1

Each line ends with the Mulliken spin population.
Geometry (Å):
W  -1.842  -0.946  -0.985  2.104
C  -3.997  -1.336  -1.322  -0.003
C  -3.823  0.112  -1.550  0.124
C  -3.300  0.672  -0.320  -0.071
C  -3.395  -0.267  0.727  -0.035
C  -3.901  -1.517  0.129  0.042
H  -4.195  -2.093  -2.070  0.008
H  -3.990  0.592  -2.496  0.025
H  -2.967  1.695  -0.247  -0.010
H  -3.212  -0.001  1.771  0.006
H  -4.086  -2.483  0.621  -0.001
O  -0.926  3.642  4.441  0.000
S  -4.310  6.242  4.348  0.000
O  -3.330  5.579  5.196  0.000
O  -5.654  5.686  4.173  0.000
O  -3.919  7.450  3.644  0.000
C  5.191  -1.973  -1.699  0.000
C  4.465  -0.960  -0.767  0.001
C  5.481  -0.115  0.033  0.000
C  3.568  -1.727  0.204  0.004
C  3.929  -2.921  0.813  0.001
C  3.062  -3.556  1.712  0.001
C  1.753  -3.069  1.901  -0.002
C  1.306  -1.971  1.145  -0.031
P  -0.484  -1.619  0.967  0.006
C  -1.002  -1.594  2.681  0.015
C  -0.190  -0.970  3.621  0.004
C  -0.481  -1.111  4.990  0.000
C  -1.530  -1.962  5.353  0.002
C  -2.463  -2.423  4.438  -0.002
C  -2.232  -2.206  3.067  -0.005
C  -0.912  -3.202  0.103  -0.028
C  -1.341  -3.281  -1.265  -0.111
C  -1.910  -4.479  -1.729  0.091
C  -1.557  -5.656  -1.092  0.004
C  -0.830  -5.576  0.099  0.029
C  -0.777  -4.363  0.839  0.007
C  2.293  -1.242  0.456  0.014
O  2.010  0.044  0.017  -0.011
C  2.341  0.296  -1.282  0.020
C  1.436  1.038  -2.047  -0.087
C  1.945  1.695  -3.176  0.001
C  3.302  1.504  -3.516  0.000
C  4.141  0.617  -2.822  -0.002
C  3.663  -0.024  -1.658  -0.006
P  -0.376  1.060  -1.571  -0.127
C  -1.189  1.586  -3.146  -0.004
C  -0.690  1.131  -4.386  0.052
C  -1.123  1.696  -5.571  0.012
C  -2.166  2.621  -5.596  0.001
C  -2.795  2.934  -4.370  0.000
C  -2.338  2.436  -3.161  0.011
C  -0.225  2.554  -0.534  0.002
C  0.136  2.355  0.818  0.002
C  0.586  3.431  1.590  -0.001
C  0.739  4.738  1.042  -0.001
C  0.336  4.943  -0.262  0.000
C  -0.133  3.871  -1.077  -0.007
H  5.831  -2.636  -1.146  0.000
H  5.694  -1.479  -2.532  0.000
H  4.416  -2.585  -2.196  0.000
H  6.290  -0.732  0.396  0.000
H  5.062  0.272  0.965  0.000
H  5.934  0.725  -0.541  0.000
H  4.946  -3.353  0.656  0.000
H  3.420  -4.473  2.262  0.000
H  1.174  -3.494  2.713  0.000
H  0.688  -0.425  3.264  -0.001
H  0.174  -0.620  5.714  0.000
H  -1.775  -2.193  6.393  0.000
H  -3.386  -2.863  4.784  0.000
H  -2.861  -2.618  2.310  0.006
H  -0.957  -2.506  -2.041  -0.058
H  -2.512  -4.499  -2.636  0.002
H  -1.926  -6.600  -1.498  0.001
H  -0.424  -6.513  0.515  0.002
H  -0.706  -4.394  1.943  -0.002
H  1.319  2.276  -3.804  -0.001
H  3.770  2.153  -4.221  0.001
H  5.169  0.490  -3.114  0.000
H  0.037  0.295  -4.424  -0.005
H  -0.800  1.256  -6.488  0.000
H  -2.463  3.069  -6.540  0.000
H  -3.630  3.649  -4.404  0.000
H  -2.781  2.760  -2.227  0.001
H  0.237  1.341  1.248  0.009
H  0.826  3.265  2.653  0.000
H  1.286  5.492  1.577  0.000
H  0.499  5.868  -0.744  0.000
H  -0.342  4.044  -2.109  -0.001
O  0.067  3.783  6.578  0.000
C  -0.368  3.662  5.472  0.000


2.
2 unconnected molecules or ions with the total composition C6H16NO, computed with ωB97M-V/def2-TZVPD.

## Properties
- orbital gap (eV) = 10.3
- total charge = +1

Each line ends with the natural charge from an NBO analysis.
Geometry (Å):
C  2.789  0.448  -0.169  -0.661
C  1.293  0.542  -0.272  -0.030
C  0.653  0.311  1.103  -0.466
C  -0.809  -0.065  1.088  0.009
C  -1.166  -1.307  1.367  -0.404
C  -1.818  1.003  0.782  -0.657
N  0.781  -0.495  -1.295  -0.696
H  3.360  0.703  -1.069  0.234
H  3.230  -0.510  0.147  0.238
H  3.138  1.202  0.554  0.259
H  0.974  1.492  -0.676  0.221
H  0.829  1.203  1.690  0.249
H  1.182  -0.443  1.662  0.232
H  -0.463  -2.092  1.634  0.204
H  -2.185  -1.661  1.368  0.209
H  -1.824  1.005  -0.310  0.202
H  -2.808  0.759  1.164  0.243
H  -1.605  2.012  1.152  0.236
H  0.716  -1.404  -0.833  0.449
H  1.418  -0.440  -2.100  0.442
H  -0.158  -0.215  -1.621  0.467
H  -2.574  0.073  -2.209  0.508
H  -2.673  -1.330  -1.236  0.516
O  -2.283  -0.790  -1.923  -1.006


3.
A molecular structure, C11H14BCoN7S, computed with ωB97M-V/def2-TZVPD.

## Properties
- multiplicity = 4
- ⟨S²⟩ = 3.8204
- orbital gap (spin up / spin down) (eV) = 8.9 / 5.1
- total charge = +2

Each line ends with the Mulliken spin population.
Geometry (Å):
C  -2.569  1.547  -0.598  -0.005
N  -1.455  0.897  -0.141  -0.005
N  -0.354  1.674  -0.508  -0.007
C  -0.802  2.833  -1.035  -0.003
C  -2.190  2.778  -1.129  0.001
B  1.129  1.270  -0.197  -0.003
N  1.090  0.687  1.246  -0.004
N  0.056  -0.109  1.747  -0.041
C  0.423  -0.469  3.013  0.014
C  1.619  0.170  3.350  0.001
C  1.995  0.897  2.223  0.022
Co  -1.559  -0.637  0.970  1.113
N  1.736  0.295  -1.284  0.049
N  1.206  -0.962  -1.435  0.281
C  1.814  -1.532  -2.477  0.033
C  2.810  -0.667  -3.004  0.341
C  2.721  0.487  -2.215  0.289
H  1.566  -2.522  -2.839  0.007
H  3.291  1.406  -2.242  -0.001
H  3.489  -0.868  -3.816  -0.003
H  1.814  2.250  -0.206  -0.002
H  2.856  1.519  2.022  0.001
H  -0.120  3.628  -1.297  0.001
H  2.156  0.093  4.276  0.000
H  -2.854  3.531  -1.505  0.000
H  -0.148  -1.188  3.581  0.000
H  -3.554  1.111  -0.504  0.000
H  -0.522  -2.386  0.638  0.001
C  -1.189  -2.593  1.492  -0.001
H  -0.539  -2.956  2.292  -0.003
H  -1.809  -1.705  1.942  0.001
H  -1.892  -3.363  1.163  -0.002
S  -3.919  -2.183  -2.443  0.772
C  -3.390  -1.678  -1.048  -0.166
N  -2.907  -1.253  -0.029  0.319


4.
A molecular structure, C23H36N4O5PRuS4Si2, computed with ωB97M-V/def2-TZVPD.

## Properties
- multiplicity = 2
- ⟨S²⟩ = 0.7575
- orbital gap (spin up / spin down) (eV) = 5.5 / 5.3

Each line ends with the Mulliken spin population.
Geometry (Å):
Ru  -0.556  -0.234  0.119  0.962
O  -2.388  -3.371  2.494  0.001
C  -1.732  -2.518  1.717  0.003
O  -2.138  -1.416  1.422  -0.004
C  -0.425  -3.046  1.211  0.032
C  0.175  -4.217  1.620  -0.011
C  1.446  -4.502  1.114  0.017
C  2.054  -3.617  0.238  -0.005
C  1.370  -2.461  -0.122  0.065
N  0.167  -2.206  0.358  -0.077
C  1.947  -1.332  -0.953  -0.027
O  2.996  -1.527  -1.557  0.006
O  1.299  -0.236  -0.856  -0.007
H  -3.169  -2.908  2.837  0.000
H  -0.325  -4.868  2.320  0.000
H  1.958  -5.403  1.424  0.001
H  3.041  -3.776  -0.170  -0.001
O  -1.236  3.512  6.000  0.000
C  -0.974  2.852  5.031  0.000
S  -0.292  1.215  5.102  -0.001
C  -0.200  0.945  3.374  -0.005
C  -0.618  1.945  2.589  0.003
S  -0.506  1.984  0.829  0.013
S  -1.237  3.393  3.362  -0.001
S  0.445  -0.561  2.784  0.031
C  5.363  2.916  0.146  0.000
N  5.634  1.524  0.727  0.000
C  5.897  1.679  2.228  0.000
N  4.827  2.344  2.874  0.000
C  4.604  3.652  2.261  0.000
N  4.310  3.562  0.834  0.000
C  3.001  2.925  0.586  -0.002
P  2.854  1.181  1.223  0.000
C  4.465  0.603  0.477  0.000
C  3.589  1.535  2.892  0.000
H  5.117  2.768  -0.906  0.000
H  6.299  3.469  0.245  0.000
H  6.466  1.142  0.279  0.000
H  6.822  2.253  2.313  0.000
H  6.038  0.673  2.625  0.000
H  5.500  4.263  2.400  0.000
H  3.765  4.131  2.760  0.000
H  2.791  2.935  -0.485  0.001
H  2.221  3.519  1.066  0.000
H  4.347  0.483  -0.601  0.000
H  4.729  -0.373  0.889  0.000
H  3.788  0.582  3.390  0.000
H  2.842  2.049  3.500  0.000
C  -2.742  -2.346  -1.514  0.067
Si  -3.336  -0.553  -1.382  -0.040
C  -4.382  -0.309  -2.921  0.003
C  -4.451  -0.255  0.103  0.003
C  -1.886  0.624  -1.311  -0.037
Si  -0.936  0.966  -2.890  -0.011
C  0.474  2.154  -2.562  0.003
C  -2.033  1.833  -4.146  0.002
C  -0.344  -0.646  -3.648  0.024
H  -3.343  -3.012  -0.890  0.003
H  -1.700  -2.481  -1.223  -0.024
H  -2.823  -2.690  -2.548  0.003
H  -5.263  -0.955  -2.878  0.001
H  -3.828  -0.563  -3.825  -0.001
H  -4.726  0.723  -3.016  0.000
H  -5.440  0.074  -0.225  0.000
H  -4.028  0.520  0.744  0.000
H  -4.580  -1.144  0.721  0.000
H  -2.234  1.573  -0.900  0.013
H  0.076  3.158  -2.391  0.001
H  1.161  2.194  -3.412  0.000
H  1.040  1.856  -1.685  0.001
H  -2.515  2.703  -3.694  0.000
H  -2.815  1.187  -4.540  -0.001
H  -1.436  2.186  -4.992  0.000
H  0.026  -1.336  -2.889  -0.011
H  0.471  -0.480  -4.356  0.002
H  -1.160  -1.140  -4.181  0.003


5.
A single C3H9NO3S molecule, computed with ωB97M-V/def2-TZVPD.

## Properties
- SMILES string = NCCCS(=O)(=O)O
- orbital gap (eV) = 9.2

Each line ends with the natural charge from an NBO analysis.
Geometry (Å):
N  -2.690  -0.549  0.056  -0.875
C  -1.301  -0.350  -0.392  -0.229
C  -0.558  0.733  0.182  -0.499
C  0.738  1.184  -0.389  -0.514
S  1.989  -0.311  -0.252  2.194
O  3.414  -0.063  -0.570  -0.904
O  1.240  -1.457  -0.672  -0.922
O  2.029  -0.625  1.437  -0.866
H  -3.206  -1.403  -0.439  0.383
H  -2.885  -0.704  1.209  0.357
H  -1.459  -0.465  -1.637  0.187
H  -0.555  -1.332  -0.271  0.222
H  -1.224  1.658  0.078  0.234
H  -0.544  0.507  1.254  0.239
H  1.409  1.853  0.354  0.254
H  0.731  1.368  -1.481  0.255
H  2.870  -0.044  1.531  0.485


Number 1: strongest force on any atom 3.545 eV Å⁻¹, total energy -90778.2139 eV. Number 2: strongest force on any atom 2.603 eV Å⁻¹, total energy -10012.2504 eV. Number 3: strongest force on any atom 4.326 eV Å⁻¹, total energy -71184.6453 eV. Number 4: strongest force on any atom 2.238 eV Å⁻¹, total energy -111601.4718 eV. Number 5: strongest force on any atom 8.312 eV Å⁻¹, total energy -21721.2783 eV.